The following is a quantum chemistry calculation of a 5-piece molecular cluster, C3H17NO4 overall at a distorted geometry, from the Open Molecules 2025 dataset.

Cartesian coordinates (Å):
C  -2.018  -1.601  0.772
N  -0.723  -1.458  0.125
C  -0.606  0.037  -0.074
C  0.385  -1.937  0.996
H  -2.162  -1.013  1.621
H  -2.218  -2.705  0.741
H  -2.681  -1.253  0.084
H  -0.539  0.185  -1.170
H  -1.552  0.532  0.256
H  0.211  0.374  0.421
H  0.898  -1.205  1.588
H  1.141  -2.463  0.292
H  0.192  -2.662  1.779
H  1.875  0.966  3.620
H  1.860  2.128  2.750
O  1.654  1.189  2.672
H  1.670  1.914  0.215
H  2.607  2.821  -0.548
O  1.861  2.262  -0.681
H  -0.540  -1.772  -2.047
H  0.316  -2.098  -3.137
O  -0.505  -2.200  -2.805
H  0.159  2.962  -2.003
H  -1.132  3.616  -2.690
O  -0.154  3.383  -2.781

Results
ΔE to the lowest compared entry with this formula, charge and spin = 49.67 kcal per mole
Total charge = +1
Frontier orbital gap (spin up / spin down) = 10.65 / 5.16 eV
Maximum force = 6.83 eV/Å
LUMO (spin up / spin down) = -3.0 / -8.5 eV
Multiplicity = 2
⟨S²⟩ = 0.754

=====

The following is a quantum chemistry calculation of C39H102N5NbO14PS11 as an isolated structure at a distorted geometry, from the Open Molecules 2025 dataset.

Cartesian coordinates (Å):
C  2.084  2.861  -1.694
C  2.404  1.757  -0.559
Nb  0.586  0.940  0.598
C  -0.494  2.919  0.626
C  0.004  4.131  1.574
C  1.412  4.868  1.165
O  2.632  4.253  1.680
C  1.604  -1.104  0.449
C  3.199  -1.152  0.775
C  3.666  -2.220  1.926
N  2.778  -3.012  2.855
O  5.007  -2.378  2.092
C  1.759  1.268  2.541
O  1.111  1.935  3.620
C  0.729  1.196  4.793
C  -0.663  1.746  5.552
C  -1.298  1.087  6.909
C  -0.544  -0.192  7.614
C  0.851  -0.731  6.929
C  1.453  -0.046  5.569
C  -0.499  0.425  -1.338
C  -2.075  0.061  -1.281
N  -2.956  0.901  -0.393
N  -2.342  -1.456  -1.167
N  -2.599  0.373  -2.707
P  -1.143  -0.268  2.094
N  -2.143  0.693  2.889
H  0.991  2.976  -2.063
H  2.715  2.560  -2.665
H  2.593  3.885  -1.347
H  3.257  2.182  0.139
H  2.907  0.831  -1.122
H  -1.675  2.844  0.803
H  -0.441  3.351  -0.489
H  -0.802  4.997  1.361
H  -0.142  3.974  2.746
H  1.373  5.055  0.011
H  1.352  5.955  1.659
H  2.771  4.549  2.648
H  1.468  -1.588  -0.635
H  1.084  -1.894  1.179
H  3.760  -1.488  -0.224
H  3.685  -0.114  1.064
H  3.338  -3.172  3.741
H  1.937  -2.451  3.140
H  2.815  1.726  2.220
H  2.046  0.166  2.904
H  -1.261  2.661  5.073
H  -2.310  1.554  7.329
H  -1.058  -0.644  8.573
H  1.412  -1.645  7.419
H  2.464  -0.455  5.085
H  0.043  -0.501  -1.863
H  -0.389  1.307  -2.136
H  -2.984  1.919  -0.702
H  -3.947  0.577  -0.468
H  -2.437  -1.848  -2.128
H  -1.510  -1.921  -0.694
H  -3.598  0.022  -2.652
H  -2.573  1.413  -2.804
H  -1.924  -1.252  1.398
H  -0.377  -1.003  3.111
H  -1.937  1.665  2.594
C  7.385  -0.294  6.283
S  6.410  0.248  4.859
O  5.048  -0.368  4.983
C  7.327  -0.705  3.625
H  6.961  0.155  7.184
H  7.348  -1.382  6.370
H  8.419  0.038  6.166
H  7.294  -1.769  3.873
H  8.363  -0.360  3.592
H  6.863  -0.546  2.648
C  -6.255  -1.907  -5.345
S  -6.458  -0.463  -4.275
O  -5.376  -0.515  -3.236
C  -7.990  -1.020  -3.491
H  -5.326  -1.791  -5.910
H  -6.201  -2.816  -4.742
H  -7.094  -1.967  -6.042
H  -7.831  -1.983  -3.000
H  -8.775  -1.109  -4.246
H  -8.289  -0.278  -2.746
C  -5.715  2.354  3.693
S  -5.328  3.482  2.333
O  -3.856  3.374  2.063
C  -5.599  5.007  3.267
H  -5.574  1.328  3.343
H  -5.048  2.542  4.538
H  -6.755  2.490  3.998
H  -4.939  5.035  4.138
H  -6.643  5.060  3.586
H  -5.377  5.857  2.617
C  -1.407  -3.655  -4.248
S  -3.046  -3.367  -4.956
O  -3.851  -4.618  -4.754
C  -2.508  -3.340  -6.682
H  -1.508  -3.745  -3.164
H  -0.983  -4.578  -4.649
H  -0.754  -2.810  -4.481
H  -2.017  -4.283  -6.936
H  -1.821  -2.505  -6.838
H  -3.387  -3.207  -7.319
C  -8.132  3.679  -0.502
S  -9.259  3.434  0.891
O  -8.588  2.499  1.855
C  -10.492  2.480  -0.025
H  -7.256  4.229  -0.148
H  -7.814  2.713  -0.901
H  -8.632  4.260  -1.280
H  -10.032  1.587  -0.453
H  -10.918  3.100  -0.818
H  -11.285  2.183  0.666
C  3.568  -0.821  -3.801
S  1.929  -0.533  -4.509
O  1.124  -1.784  -4.307
C  2.467  -0.507  -6.235
H  3.467  -0.911  -2.717
H  3.993  -1.745  -4.202
H  4.221  0.023  -4.033
H  2.958  -1.449  -6.489
H  3.155  0.328  -6.391
H  1.588  -0.374  -6.872
C  2.096  6.628  -3.709
S  0.691  6.708  -2.573
O  -0.194  5.532  -2.866
C  -0.077  8.166  -3.319
H  2.702  5.757  -3.451
H  1.740  6.529  -4.738
H  2.702  7.532  -3.607
H  -0.300  7.974  -4.371
H  0.598  9.021  -3.229
H  -1.006  8.381  -2.784
C  5.385  -2.234  -10.900
S  3.907  -1.989  -9.887
O  4.288  -1.098  -8.741
C  3.825  -3.682  -9.255
H  5.647  -1.282  -11.367
H  6.216  -2.571  -10.275
H  5.177  -2.972  -11.678
H  4.750  -3.930  -8.730
H  3.666  -4.374  -10.085
H  2.984  -3.753  -8.560
C  -4.045  -3.173  10.717
S  -2.410  -2.475  11.051
O  -2.257  -1.254  10.193
C  -1.470  -3.809  10.271
H  -4.801  -2.478  11.090
H  -4.181  -3.311  9.642
H  -4.148  -4.129  11.235
H  -1.762  -3.909  9.222
H  -1.654  -4.746  10.803
H  -0.406  -3.564  10.329
C  11.812  0.446  8.821
S  10.118  -0.050  8.424
O  9.253  1.171  8.534
C  9.854  -1.039  9.915
H  12.172  1.111  8.031
H  11.833  0.975  9.776
H  12.451  -0.438  8.867
H  9.994  -0.420  10.804
H  10.556  -1.877  9.927
H  8.832  -1.425  9.900
C  -2.351  -7.016  -10.813
S  -2.652  -5.894  -9.427
O  -1.447  -5.009  -9.292
C  -2.549  -7.154  -8.134
H  -2.334  -6.430  -11.736
H  -1.389  -7.518  -10.687
H  -3.155  -7.753  -10.869
H  -1.575  -7.648  -8.170
H  -3.347  -7.888  -8.274
H  -2.673  -6.668  -7.163

Results
Total charge = -1
Frontier orbital gap = 5.16 eV
Maximum force = 7.36 eV/Å
LUMO = 1.6 eV